Record 1
The following is a DFT calculation (ωB97M-V with the def2-TZVPD basis set) of a cluster of 4 separate species, C10H30N2O4 in total in a non-equilibrium geometry.

Cartesian coordinates (Å):
C 1.62 0.90 1.98
C 1.84 2.44 1.71
C 1.83 3.23 2.95
O 0.63 3.11 3.57
C 0.53 3.57 4.96
N 3.24 2.52 0.98
H 2.53 0.45 2.72
H 1.47 0.37 1.03
H 0.96 0.89 2.63
H 1.13 2.82 0.85
H 2.11 4.31 2.84
H 2.52 2.77 3.68
H -0.41 3.63 5.25
H 0.95 4.51 5.00
H 1.16 2.69 5.44
H 3.81 2.24 1.74
H 3.35 3.55 0.98
C 1.39 -2.35 -4.92
C 0.54 -1.28 -4.36
C -0.26 -1.73 -3.13
O -1.20 -2.59 -3.54
C -2.25 -2.83 -2.49
N 1.32 -0.09 -4.04
H 2.18 -2.57 -4.20
H 1.88 -2.01 -5.92
H 0.71 -3.08 -5.17
H -0.17 -0.98 -5.14
H -0.64 -0.79 -2.72
H 0.37 -2.29 -2.43
H -1.82 -3.46 -1.71
H -3.03 -3.22 -2.75
H -2.49 -1.89 -2.04
H 0.67 0.56 -3.67
H 1.56 0.30 -4.86
C -4.39 -0.84 1.05
O -3.52 0.20 0.83
H -5.25 -0.77 0.25
H -4.89 -0.44 1.94
H -3.77 -1.77 1.05
H -2.65 -0.11 0.92
C -0.71 -1.73 1.78
O -0.78 -1.07 0.54
H -0.63 -1.10 2.52
H 0.10 -2.33 1.92
H -1.65 -2.41 2.02
H 0.11 -1.35 -0.06

Results
net charge	0
energy relative to the best compared isomer or geometry (same formula, charge and spin)	140.8	kcal per mole
maximum force	0.220	hartree/bohr
E	-809.18945	hartree

=====

Record 2
The following is a DFT calculation (ωB97M-V with the def2-TZVPD basis set) of a cluster of 5 separate species, C10H30O10 in total in a non-equilibrium geometry.

Cartesian coordinates (Å):
C 1.23 -0.01 1.66
C -0.14 0.55 1.91
O -0.86 0.72 0.70
O 2.08 0.92 0.96
H 1.11 -0.90 1.03
H 1.76 -0.21 2.59
H -0.21 1.44 2.54
H -0.71 -0.16 2.55
H -1.20 -0.16 0.47
H 1.59 1.26 0.20
C 5.75 -1.11 1.12
C 5.43 0.36 1.22
O 4.68 0.60 2.40
O 6.73 -1.48 2.07
H 6.17 -1.37 0.14
H 4.82 -1.67 1.28
H 4.90 0.72 0.34
H 6.38 0.89 1.30
H 3.79 0.84 2.13
H 6.34 -1.55 2.95
C 0.46 0.83 -2.01
C -0.68 1.23 -2.89
O -0.31 1.59 -4.20
O 1.25 1.94 -1.58
H 1.12 0.08 -2.46
H -0.05 0.43 -1.13
H -1.33 1.98 -2.43
H -1.38 0.37 -2.86
H -0.86 2.34 -4.47
H 1.67 2.33 -2.35
C -1.80 -2.25 -1.78
C -1.44 -3.71 -1.91
O -2.06 -4.38 -0.80
O -1.63 -1.79 -0.43
H -2.81 -2.02 -2.14
H -1.12 -1.71 -2.45
H -0.36 -3.84 -1.84
H -1.85 -4.11 -2.84
H -2.26 -5.29 -1.00
H -1.76 -2.64 0.03
C -4.29 2.37 0.41
C -4.69 1.98 1.81
O -3.52 1.45 2.43
O -4.03 1.23 -0.39
H -3.36 2.97 0.47
H -5.05 2.97 -0.07
H -5.48 1.22 1.79
H -5.06 2.84 2.38
H -3.76 1.02 3.26
H -3.20 0.85 -0.08

Results
net charge	0
energy relative to the best compared isomer or geometry (same formula, charge and spin)	9.1	kcal per mole
maximum force	0.033	hartree/bohr
E	-1151.31626	hartree

=====

Record 3
The following is a DFT calculation (ωB97M-V with the def2-TZVPD basis set) of a structure of composition C10H30O13S7Zr in a non-equilibrium geometry.

Cartesian coordinates (Å):
Zr 0.17 -0.22 -0.70
S 1.82 -2.62 -0.62
O 1.42 -3.68 0.22
O 2.89 -2.94 -1.53
O 0.68 -2.12 -1.34
O 1.88 -1.30 0.04
S -1.02 1.20 -2.88
O -1.13 -0.16 -2.31
O -0.11 1.46 -1.77
O -0.23 1.28 -4.03
O -2.19 2.04 -2.77
C 3.18 1.86 -3.88
S 3.29 1.05 -2.19
O 1.98 0.34 -1.85
C 4.54 -0.28 -2.73
H 2.45 2.67 -3.82
H 2.90 1.18 -4.69
H 4.18 2.23 -4.08
H 4.29 -1.24 -2.29
H 5.57 0.02 -2.50
H 4.59 -0.37 -3.81
C -3.96 0.51 1.62
S -2.43 1.59 1.29
O -1.50 0.91 0.26
C -3.25 2.93 0.36
H -4.51 1.14 2.32
H -3.62 -0.42 2.08
H -4.63 0.34 0.79
H -3.79 3.68 0.93
H -3.93 2.53 -0.40
H -2.47 3.49 -0.15
C -2.32 -4.01 -0.98
S -2.64 -2.49 0.01
O -1.51 -1.54 -0.22
C -3.87 -1.98 -1.24
H -1.61 -4.67 -0.48
H -1.90 -3.74 -1.95
H -3.19 -4.58 -1.29
H -3.33 -1.61 -2.11
H -4.43 -1.10 -0.92
H -4.52 -2.85 -1.39
C -0.61 -2.33 3.46
S 0.14 -0.69 3.04
O 0.03 -0.74 1.52
C 1.82 -1.27 3.44
H -1.59 -2.09 3.88
H -0.06 -2.76 4.30
H -0.67 -3.10 2.70
H 2.49 -0.46 3.14
H 2.04 -2.13 2.81
H 2.18 -1.38 4.46
C 2.83 2.25 2.21
S 1.67 2.63 0.85
O 1.07 1.27 0.47
C 0.55 3.77 1.71
H 2.26 1.93 3.09
H 3.44 3.11 2.48
H 3.52 1.47 1.90
H 0.04 3.38 2.59
H -0.20 4.13 1.00
H 1.35 4.48 1.95

Results
net charge	0
maximum force	0.162	hartree/bohr
E	-4211.44930	hartree

=====

Record 4
The following is a DFT calculation (ωB97M-V with the def2-TZVPD basis set) of a cluster of 5 separate species, C10H30O5 in total in a non-equilibrium geometry.

Cartesian coordinates (Å):
C 4.11 -0.27 2.15
C 2.76 0.42 2.26
O 1.77 -0.61 2.02
H 4.95 0.41 2.32
H 4.41 -0.74 1.21
H 4.30 -1.00 2.93
H 2.72 1.08 1.40
H 2.69 0.91 3.23
H 0.95 -0.13 2.16
C -5.49 3.75 2.78
C -4.00 3.72 2.65
O -3.49 2.57 3.17
H -5.73 3.67 3.84
H -5.99 2.86 2.41
H -5.89 4.64 2.29
H -3.47 4.53 3.15
H -3.52 3.60 1.68
H -3.59 2.47 4.12
C 7.54 3.43 -2.31
C 7.54 4.14 -3.60
O 8.71 3.93 -4.44
H 8.50 3.46 -1.80
H 7.34 2.36 -2.34
H 6.85 3.78 -1.54
H 7.36 5.18 -3.30
H 6.67 3.79 -4.16
H 8.40 3.77 -5.34
C -0.44 -5.87 -0.39
C -1.26 -5.96 0.85
O -0.32 -5.72 1.88
H 0.30 -6.67 -0.43
H -0.01 -4.88 -0.49
H -1.11 -5.94 -1.25
H -1.82 -6.85 1.14
H -1.97 -5.13 0.92
H -0.08 -4.81 1.71
C -4.87 -1.69 -3.06
C -5.64 -1.20 -1.80
O -6.97 -1.66 -1.84
H -3.88 -1.23 -3.13
H -5.49 -1.33 -3.88
H -4.93 -2.77 -3.14
H -5.80 -0.12 -1.91
H -5.19 -1.41 -0.83
H -6.91 -2.48 -1.34

Results
net charge	0
energy relative to the best compared isomer or geometry (same formula, charge and spin)	55.7	kcal per mole
maximum force	0.078	hartree/bohr
E	-775.07177	hartree